Below is 4 unconnected molecules or ions with the total composition C3H17N2O3 at a distorted geometry, with properties calculated with wB97M-V/def2-TZVPD.

Each line ends with the Mulliken charge.
Positions of all 25 atoms, in Å:
N1 0.22 -0.51 -0.20  -0.13
C1 0.15 0.98 -0.56  0.20
C2 0.80 1.23 -1.88  -1.50
C3 0.88 1.74 0.62  -0.62
N2 1.59 0.86 1.54  -0.58
H1 0.69 -0.54 0.73  0.39
H2 0.98 -0.95 -0.75  0.39
H3 -0.70 -0.92 -0.36  0.30
H4 -0.92 1.15 -0.46  0.45
H5 1.84 0.93 -2.01  0.31
H6 0.88 2.32 -1.99  0.42
H7 0.23 1.01 -2.77  0.38
H8 1.58 2.45 0.17  0.38
H9 0.12 2.32 1.12  0.30
H10 2.59 0.95 1.47  0.20
H11 1.21 0.88 2.48  0.22
H12 -2.81 -1.94 -1.02  0.34
H13 -2.84 -1.47 0.43  0.34
O1 -2.27 -1.91 -0.23  -0.71
H14 -4.29 -0.77 1.33  0.32
H15 -4.16 0.63 1.91  0.32
O2 -3.63 -0.13 1.64  -0.67
H16 3.51 -0.81 -1.02  0.29
H17 3.15 -2.35 -1.15  0.28
O3 2.80 -1.46 -1.06  -0.61

E_HOMO   -13.70 eV
Total energy   -12503.870 eV
Total charge   +1
Energy relative to the best compared isomer or geometry (same formula, charge and spin)   95.55 kJ/mol